Density functional theory data (ωB97M-V/def2-TZVPD) for C41H56Cl2LaN7O6S as an isolated structure.

Structure (XYZ):
```
114
Properties=species:S:1:pos:R:3
La -1.0577 -0.8770 -0.1545
O -4.3800 0.4957 2.1647
C -3.4565 -0.3264 1.9478
O -3.1730 -0.7642 0.7485
C -2.6262 -0.9260 3.1000
C -2.3938 -2.4030 2.7930
C -2.0624 -2.9424 4.1641
C -0.6069 -2.5571 4.4238
C -0.3173 -1.7237 3.1953
O -1.0515 -2.4836 2.1071
C -1.1280 -0.4475 3.3666
C -0.6136 0.6987 2.5025
O -0.7841 1.8703 2.7670
O 0.0768 0.2321 1.4766
H -3.2431 -0.7993 3.9817
H -3.1756 -2.9156 2.2384
H -2.7562 -2.5843 4.9500
H -2.1226 -4.0402 4.0793
H -0.4143 -2.0956 5.3855
H -0.0220 -3.4776 4.4489
H 0.7309 -1.5627 2.9490
H -1.0038 -0.1277 4.4160
N -4.0049 -2.0084 -2.0923
C -3.0633 -2.9814 -2.3730
N -3.3677 -3.9117 -3.2322
C -2.4572 -4.8606 -3.4422
N -2.7849 -5.9706 -4.1352
N -1.1886 -4.8364 -2.9351
C -0.9711 -3.8285 -2.1136
N -1.8592 -2.8874 -1.7634
C 0.3059 -3.8314 -1.3377
C 1.1261 -4.9857 -1.3506
C 2.4170 -4.9803 -0.8628
C 2.8881 -3.7654 -0.3502
C 2.0688 -2.6262 -0.3787
N 0.7689 -2.7043 -0.7723
H -4.9320 -2.1920 -2.4211
H -3.9048 -1.5158 -1.2296
H -3.7000 -6.0361 -4.5671
H -2.0550 -6.6416 -4.3529
H 0.6602 -5.9099 -1.6949
H 3.0226 -5.8892 -0.8044
H 3.8682 -3.6972 0.0502
H 2.3804 -1.6567 -0.0356
Cl 4.1331 1.0361 -1.5154
C 4.8300 0.7131 -3.0871
Cl 6.1249 1.8479 -3.6930
H 4.0722 0.7847 -3.8442
H 5.2536 -0.2898 -3.0216
C -3.4174 0.8327 -6.0017
C -2.3811 0.4044 -4.9901
C -1.4774 -0.5823 -5.3292
C -0.3831 -0.8616 -4.4808
C 0.6831 -1.8225 -4.9496
C -0.2557 -0.1769 -3.2865
C -1.2999 0.7099 -2.7966
C -2.3885 0.9969 -3.7268
N -1.2132 1.1992 -1.5445
C -1.4626 2.6161 -1.1688
C -0.5016 3.0158 -0.0205
C -0.7985 4.4475 0.5350
C -2.2902 4.5836 0.9199
C -3.1455 4.2833 -0.3346
C -2.8095 5.2567 -1.4468
C -1.3435 5.0586 -1.8208
C -0.5122 5.4539 -0.5864
C -1.1220 3.6337 -2.2987
C -2.9931 2.8441 -0.8516
H -3.5456 0.0758 -6.7695
H -3.0701 1.7937 -6.5057
H -4.3983 1.0594 -5.4560
H -1.5635 -1.1530 -6.2554
H 0.1203 -2.5707 -5.5455
H 1.1985 -2.2949 -4.0924
H 1.3890 -1.2985 -5.6095
H 0.6695 -0.2634 -2.7440
H -3.0931 1.7295 -3.3941
H 0.5292 2.9862 -0.4479
H -0.4300 2.3184 0.8288
H -0.2261 4.6557 1.4297
H -2.4283 5.6006 1.2601
H -2.4940 3.8051 1.7268
H -4.2169 4.2956 -0.1364
H -2.9315 6.2597 -1.0400
H -3.5652 5.0865 -2.3123
H -1.1218 5.7755 -2.6499
H -0.8638 6.4715 -0.2266
H 0.6135 5.4283 -0.7938
H -0.1064 3.4704 -2.6030
H -1.7714 3.4089 -3.1562
H -3.5520 2.7728 -1.8053
H -3.3635 2.1242 -0.1041
C 6.9649 -2.1006 3.5911
C 5.6283 -1.3251 3.3238
C 5.0447 -0.6169 4.5011
S 3.3708 -0.1255 4.2115
O 2.6536 -0.2227 5.5398
C 3.7789 1.6996 3.8528
C 2.5437 2.5309 3.7735
C 1.7768 2.6809 5.0938
H 7.5822 -2.0715 2.6917
H 6.7672 -3.1742 3.7554
H 7.5125 -1.6096 4.4517
H 4.8752 -2.0055 2.8841
H 5.7929 -0.5954 2.5146
H 5.6657 0.3063 4.6946
H 5.0817 -1.1062 5.4858
H 4.3864 1.8117 2.9410
H 4.4417 2.0401 4.6926
H 1.8484 2.2262 3.0150
H 2.8317 3.5546 3.4561
H 1.5198 1.6469 5.5350
H 0.8466 3.2899 4.9478
H 2.3692 3.1185 5.9328
```

For the total energy, the calculation gives -102885.9425 eV.

---

Density functional theory data (ωB97M-V/def2-TZVPD) for C41H56GeN8O2PSTi as an isolated structure.

Structure (XYZ):
```
111
Properties=species:S:1:pos:R:3
Ti 0.5798 1.3778 -0.2985
C 1.6221 3.2428 -2.2999
N 0.9594 1.9505 -2.5752
C 1.9000 1.0944 -3.3039
C -0.2129 2.2479 -3.4284
C -0.9465 1.1123 -4.1367
N -1.5167 0.0016 -3.3715
C -2.6874 -0.5284 -4.0432
C -1.7815 0.2538 -1.9751
H 2.0083 3.6771 -3.2323
H 2.4489 3.0843 -1.6111
H 0.9021 3.9347 -1.8653
H 2.8008 0.9703 -2.7089
H 2.1449 1.5411 -4.2782
H 1.4580 0.1114 -3.4621
H 0.1283 2.8898 -4.2555
H -0.9005 2.8479 -2.8439
H -0.3038 0.6830 -4.9130
H -1.7491 1.6428 -4.6739
H -3.5268 0.1879 -4.0574
H -3.0176 -1.4433 -3.5494
H -2.4409 -0.7720 -5.0784
H -2.4251 1.1175 -1.7662
H -0.8158 0.4009 -1.4894
H -2.2103 -0.6388 -1.5199
N -7.5430 2.6379 1.1586
C -6.2904 3.0492 0.7193
C -5.8372 2.7069 -0.5561
C -4.5769 3.0914 -0.9772
C -3.7450 3.8050 -0.1273
C -4.1873 4.1569 1.1419
C -5.4473 3.7780 1.5629
S -2.1401 4.3054 -0.6678
O -2.1730 4.2413 -2.1082
O -1.8380 5.5691 -0.0552
N -1.1077 3.1503 -0.1626
C -0.5344 3.3748 1.0539
N 0.7552 2.9524 1.1166
C 1.4309 3.1305 2.2457
C 0.8526 3.7319 3.3441
C -0.4986 4.0412 3.2240
N -1.1981 3.8483 2.1195
H -8.2100 2.4166 0.4387
H -7.9407 3.1737 1.9115
H -6.4835 2.1469 -1.2224
H -4.2395 2.8544 -1.9781
H -3.5300 4.7191 1.7908
H -5.7907 4.0509 2.5543
H 2.4505 2.7644 2.2515
H 1.4083 3.9182 4.2509
H -1.0485 4.4414 4.0713
N 0.5584 -2.2005 -2.5991
C -0.4191 -3.1479 -2.3179
C -1.2509 -3.6418 -3.3245
C -2.2289 -4.5753 -3.0301
C -2.3830 -5.0484 -1.7331
C -1.5739 -4.5459 -0.7255
C -0.6086 -3.5770 -0.9896
P 0.2992 -2.6234 0.2714
C 1.9897 -3.3215 0.2048
C 2.3721 -4.3804 -0.6136
C 3.6948 -4.8107 -0.6368
C 4.6432 -4.1955 0.1654
C 4.2718 -3.1353 0.9847
C 2.9594 -2.6939 0.9912
C -0.3451 -3.3543 1.8244
C -1.6206 -2.9368 2.2140
C -2.2125 -3.4312 3.3668
C -1.5207 -4.3302 4.1696
C -0.2484 -4.7423 3.7998
C 0.3317 -4.2669 2.6294
H 1.4692 -2.3342 -2.1868
H 0.5888 -1.8757 -3.5504
H -1.1160 -3.2896 -4.3414
H -2.8639 -4.9502 -3.8233
H -3.1338 -5.7937 -1.5065
H -1.7134 -4.8918 0.2912
H 1.6325 -4.8842 -1.2261
H 3.9790 -5.6337 -1.2806
H 5.6716 -4.5334 0.1481
H 5.0123 -2.6360 1.5978
H 2.6804 -1.8338 1.5915
H -2.1584 -2.2241 1.5961
H -3.2095 -3.1095 3.6425
H -1.9724 -4.7078 5.0782
H 0.2922 -5.4502 4.4158
H 1.3181 -4.6101 2.3430
C 1.2449 -0.2780 4.5475
C -0.2016 -0.1275 4.0661
C -0.2353 0.2224 2.6487
N -0.1474 0.4377 1.5259
H 1.2524 -0.6351 5.5762
H 1.7733 0.6736 4.5029
H 1.7840 -0.9946 3.9283
H -0.7298 0.6497 4.6211
H -0.7524 -1.0590 4.1900
C 4.5082 2.9384 0.1798
Ge 4.0816 1.0170 0.3491
C 4.5320 0.5729 2.2288
C 5.4200 0.0734 -0.7491
C 2.2985 0.5661 -0.1638
H 5.3931 3.1741 0.7755
H 3.6942 3.5865 0.5108
H 4.7295 3.1886 -0.8598
H 5.5938 0.7684 2.3993
H 4.3411 -0.4793 2.4509
H 3.9620 1.1719 2.9434
H 6.4284 0.2042 -0.3490
H 5.4088 0.4567 -1.7722
H 5.1981 -0.9948 -0.7855
H 2.2823 -0.4591 -0.5687
```

For the total energy, the calculation gives -159195.6832 eV. As for the expectation value of S²: 0.792. Its spin multiplicity is 2.

---

The lowest total energy belongs to which entry? C41H56GeN8O2PSTi

---

Which of these has the highest total energy? C41H56Cl2LaN7O6S

---

Which formula does entry 2 have? C41H56GeN8O2PSTi